Entry 1:
ORCA calculation (wB97M-V/def2-TZVPD) on a molecular structure, C51H60F5NO3SSiZn at a distorted geometry.

```
123
Properties=species:S:1:pos:R:3:forces:R:3:mulliken_charge:R:1
Zn 0.381103 -0.382469 0.008897 0.5 0.3 0.0 -1.2422
S -2.786299 0.231451 1.669804 0.7 0.4 -0.6 -0.3927
Si 0.786987 1.395814 3.289327 -0.4 0.5 2.0 0.7882
F -4.574747 -2.374976 5.669759 0.0 0.1 -0.3 -0.3784
F -5.679925 0.021775 0.882690 0.1 -0.2 0.4 -0.4365
F -2.549370 -1.319809 4.241174 -0.4 0.0 0.0 -0.2840
F -7.166719 -2.237021 4.756870 0.3 0.1 -0.2 -0.3719
F -7.670523 -1.004029 2.364258 0.3 -0.1 0.1 -0.3689
O 1.164157 1.018917 1.711903 0.2 -0.4 -1.2 -0.4496
O 0.722849 -2.032071 0.972287 0.6 0.6 0.4 -0.7083
O 0.857556 0.427918 -1.725909 0.4 0.6 0.9 -1.5585
N -0.946149 -1.334118 -0.939546 -0.4 0.2 0.1 0.2135
C -4.824874 -1.793276 4.470175 -0.4 -0.2 0.2 0.0205
C -4.000829 -6.279574 -0.060592 -0.1 0.2 0.0 -1.8579
C -2.498393 -3.097178 -0.314833 0.1 0.0 0.1 0.7925
C -0.082040 -0.990252 -4.940525 -0.2 -0.3 -0.3 -0.2180
C -0.344120 -2.784573 0.820749 -0.6 -0.6 -0.2 2.0028
C -0.929879 -2.023961 -4.562569 0.1 0.1 -0.2 -0.8344
C -2.366357 -4.068692 -5.108102 0.2 0.2 -0.1 -2.3148
C -2.803773 -4.166192 0.514584 0.1 -0.2 0.1 -0.1931
C -0.602272 -3.939279 1.578729 0.2 0.1 -0.1 -0.2187
C -1.444307 -2.968669 -5.643180 0.0 -0.1 -0.1 2.3085
C 3.403425 0.892173 0.899976 0.8 -0.7 0.0 0.9092
C -1.289950 -2.437922 -0.197258 -0.2 -0.2 -0.1 -1.4914
C 0.705580 -0.211322 4.293603 -0.1 0.6 -0.6 -0.5117
C 2.247019 2.407110 4.020509 -0.5 -0.3 -0.6 -1.2874
C -5.162992 -4.101803 -0.396867 0.2 -0.1 0.1 -2.0967
C -5.358960 -0.570833 2.056091 0.5 0.1 -0.1 -0.1855
C 0.368960 -4.515931 2.614052 0.1 -0.1 0.0 2.5376
C 4.736646 -1.026531 1.527494 0.3 -0.2 0.0 -0.9202
C -0.244585 -3.651085 -6.321901 -0.2 0.1 0.0 -1.7141
C 3.298170 6.175714 -0.635364 0.2 0.3 0.0 -0.6830
C 5.420574 0.345150 -0.307903 0.2 0.0 -0.1 -1.0567
C -1.248790 -2.146094 -3.219507 0.0 0.0 0.0 -0.4216
C -4.007329 -0.575971 2.495552 -0.8 -0.5 0.7 0.8155
C 4.180506 4.106554 0.985617 -0.3 0.0 0.0 0.0496
C 0.971134 2.306176 -3.989267 0.1 -0.1 0.0 -1.6807
C 0.518863 -0.128359 -4.030150 0.0 0.2 0.3 -0.4835
C -0.778512 2.462321 3.409085 0.7 -0.6 -0.1 -1.0367
C 4.988153 5.200294 0.755191 0.2 0.3 -0.1 -0.9477
C -0.285884 -4.447794 4.003171 0.1 -0.1 -0.2 -1.6760
C 4.560288 6.242832 -0.058839 -0.1 0.0 -0.1 -0.3965
C 1.634085 1.031557 -6.016059 0.0 -0.1 0.3 -2.5190
C 2.205262 1.693218 1.098934 -0.5 1.4 -0.3 0.0284
C 1.709078 -3.777665 2.692935 0.0 -0.1 0.1 -2.1353
C 0.682933 -5.977317 2.246201 -0.1 0.2 0.1 -2.0055
C -4.732682 -4.888969 1.909344 0.0 0.0 -0.1 -1.6987
C 2.905734 4.026463 0.410392 0.7 0.7 -0.3 0.7083
C -1.820837 -4.593636 1.397912 -0.3 0.0 0.0 -0.5590
C 4.316919 1.153489 -0.129244 -0.3 0.1 0.2 -0.1669
C 3.633433 -0.222690 1.714473 -0.3 0.4 -0.1 0.0631
C 1.487656 0.952763 -4.491084 0.1 0.1 0.0 2.7736
C -2.231269 -2.159848 -6.684896 0.1 -0.1 0.1 -1.7920
C -6.141239 -1.728791 4.018235 0.1 0.1 -0.1 0.6052
C 1.976705 2.976722 0.739126 -0.5 -1.3 0.4 -0.5805
C 2.860381 0.656017 -3.876448 -0.1 0.1 0.0 -1.3740
C -0.708098 -1.276802 -2.271610 -0.1 -0.1 0.0 1.0135
C 0.243309 -0.274861 -2.661980 -0.4 -0.5 -0.8 0.6425
C -4.162184 -4.853398 0.484830 -0.1 -0.2 0.0 2.3365
C -6.387181 -1.104330 2.797709 -0.4 -0.2 0.3 0.4706
C -3.798965 -1.251402 3.729271 0.0 0.3 -0.5 -0.3889
C 5.640959 -0.749299 0.516007 -0.1 0.0 0.1 -0.5928
C 2.481701 5.092754 -0.393941 -0.1 -0.5 0.2 -0.4104
H -1.893652 -2.934998 -2.865277 -0.1 -0.1 0.0 0.5433
H 5.962383 5.256639 1.223713 0.0 0.0 0.0 0.3839
H 1.661799 3.111547 -4.241184 0.1 0.1 -0.1 0.4407
H 3.225664 -0.309050 -4.225772 0.1 -0.1 -0.1 0.2866
H -4.822528 -4.065097 -1.429121 0.0 0.0 -0.1 0.2720
H -0.888053 2.874118 4.407974 0.1 0.1 0.3 0.4452
H 3.583314 1.427352 -4.141713 0.2 0.2 -0.1 0.4545
H 1.115641 -6.017540 1.247718 0.1 0.0 -0.1 0.3947
H 2.942413 6.984412 -1.261867 0.0 0.0 0.0 0.3778
H -0.604110 -3.428780 4.203383 -0.1 0.2 0.1 0.1139
H 2.333216 3.394782 3.580345 -0.1 0.2 -0.1 0.2919
H 2.102870 2.529689 5.088429 -0.1 0.0 0.3 0.4951
H 1.688026 -0.647734 4.465103 0.1 0.0 -0.1 0.3684
H 0.857485 2.258823 -2.911003 -0.1 0.1 0.1 0.1879
H 2.759386 0.614878 -2.796069 0.1 0.0 0.1 0.0319
H -0.578326 -4.355411 -7.085739 -0.1 -0.1 -0.1 0.4614
H -1.841804 -4.700992 -4.395504 0.0 -0.1 0.1 0.4188
H -0.214981 -6.588781 2.248429 -0.1 -0.1 0.0 0.3109
H 0.000953 2.521867 -4.435643 -0.1 0.1 -0.1 0.3302
H -4.951484 -6.812841 -0.053406 -0.2 -0.1 0.0 0.4958
H 3.198968 1.906619 3.868049 0.2 -0.2 0.0 0.3143
H 0.086695 -0.939647 3.779199 -0.1 -0.2 -0.1 -0.2905
H 2.323174 1.835353 -6.275919 0.1 0.1 0.0 0.4757
H 2.353097 -4.259329 3.435561 0.0 -0.1 0.1 0.4989
H -0.784148 3.285991 2.699568 0.1 0.1 -0.1 0.2544
H 0.340303 -4.192610 -5.581152 0.1 -0.1 0.1 0.3567
H 0.251194 -0.024393 5.262507 -0.1 0.1 0.2 0.6038
H 0.130140 -0.864651 -5.990690 0.1 0.0 -0.1 0.3210
H -4.085067 -5.445154 2.581879 0.1 -0.1 0.1 0.2804
H 4.138634 1.983864 -0.793823 0.0 0.0 -0.1 0.6133
H -3.284136 -6.842983 0.530427 0.1 -0.1 0.1 0.2634
H -3.080028 -1.675644 -6.206690 -0.1 0.1 0.0 0.3726
H -1.606996 -1.386949 -7.125030 0.0 0.1 -0.1 0.3103
H -3.205210 -2.713090 -1.032343 -0.1 0.1 0.0 0.7821
H -3.634265 -6.242512 -1.085050 0.1 0.0 -0.1 0.3079
H 0.416726 -4.754100 4.779908 0.1 -0.1 0.1 0.4936
H 4.880432 -1.883852 2.169213 0.0 -0.1 0.0 0.4601
H -2.596499 -2.806544 -7.484230 -0.1 -0.1 -0.1 0.4665
H 1.491883 5.041519 -0.823660 -0.1 0.0 -0.1 0.4192
H 1.551604 -2.743234 2.973826 0.1 0.1 0.0 0.0284
H -1.646242 1.845926 3.190974 -0.2 -0.1 -0.1 0.0962
H 5.197051 7.101363 -0.239180 0.0 0.0 0.0 0.3721
H 2.030270 0.102348 -6.421675 0.0 -0.1 -0.1 0.3786
H -4.816741 -3.874064 2.292759 0.0 0.1 0.1 0.1527
H -6.133796 -4.598860 -0.376590 -0.1 -0.1 0.0 0.4788
H 0.404326 -2.916419 -6.791832 0.1 0.1 0.0 0.3160
H -3.239551 -3.639952 -4.622192 -0.1 0.0 0.1 0.3926
H 6.115433 0.553410 -1.109772 0.0 0.0 -0.1 0.4087
H 1.393247 -6.411901 2.952107 0.1 0.0 0.1 0.4609
H 6.497493 -1.390350 0.354309 0.0 0.0 0.0 0.3883
H 2.220203 -3.783850 1.733425 0.0 0.1 -0.1 0.4546
H -2.022980 -5.466399 2.004570 0.0 -0.1 0.1 0.2245
H 4.507987 3.312057 1.639847 0.1 0.0 0.1 0.4603
H -5.722117 -5.347412 1.929569 -0.1 -0.1 0.0 0.5297
H -5.286141 -3.085268 -0.033590 -0.1 0.2 0.0 0.3451
H -1.159192 -5.091598 4.059281 -0.2 -0.1 0.0 0.3486
H 0.674918 1.243215 -6.485945 -0.1 0.0 -0.1 0.4137
H 2.929354 -0.465783 2.492242 -0.2 -0.1 0.0 -0.0430
H -2.705796 -4.692493 -5.938053 0.0 0.0 0.0 0.4883
H 0.940773 3.291088 0.784177 -0.1 -0.1 0.1 0.4568
```
Forces are in eV/Å.

* charge: -2
* ΔE to the lowest compared entry with this formula, charge and spin: 13.3 kcal/mol
* strongest force on any atom: 2.1 eV/A
* lowest unoccupied orbital energy: 0.136 Eh
* calculated total energy: -5226.3638 a.u.
* HOMO energy: -0.8 eV
* gap between HOMO and LUMO: 4.481 eV



Entry 2:
ORCA calculation (wB97M-V/def2-TZVPD) on a molecular structure, C51H60FN10O3Ti at a distorted geometry.

```
126
Properties=species:S:1:pos:R:3:forces:R:3:lowdin_spin:R:1
Ti -0.235666 0.152341 0.728234 0.6 0.7 0.9 0.9294
F -5.029165 4.112088 -2.166636 0.0 0.0 0.0 -0.0072
O -2.030559 -3.318163 -0.022620 0.0 0.1 0.1 0.0035
O -1.746208 0.877311 -0.193045 -0.3 0.1 -0.3 0.1119
O -0.720886 -1.527670 -0.151448 -0.1 -0.6 -0.3 0.0079
N -5.428391 -0.913519 0.108122 0.0 -0.1 0.2 0.0991
N 3.235770 -4.277799 0.899320 0.0 -0.2 0.0 0.0000
N 1.996747 -4.677249 0.564062 -0.1 0.4 0.1 0.0000
N -0.303660 2.041302 2.004684 0.4 0.1 -0.5 0.0125
N 0.378989 4.134526 2.768599 0.0 0.0 0.1 0.0009
N -0.226952 -1.357019 -3.160334 0.2 -0.2 -0.1 0.0003
N 1.896343 2.785261 1.682976 0.0 0.1 0.1 0.0011
N -0.031477 2.970428 -2.419493 -0.1 -0.1 0.1 0.0004
N 1.930363 -2.548725 0.863965 -0.1 0.1 0.0 0.0001
N 3.173825 -3.009506 1.078900 0.2 0.0 0.0 0.0000
C -3.042332 -1.157156 0.022826 -0.3 0.0 -0.1 0.0109
C -6.377100 2.391238 -1.309324 0.0 0.0 0.0 0.1267
C 2.344602 0.200870 -0.919750 -0.1 0.0 -0.1 0.0065
C -6.710754 -2.672435 1.295037 0.0 0.0 0.0 0.0010
C -1.046387 1.380051 4.759615 0.1 0.0 0.1 0.0002
C -7.742587 -0.471038 0.697741 0.0 0.0 0.0 0.0015
C 1.930343 -6.359239 -1.261244 0.0 -0.1 0.0 0.0000
C 1.683308 0.917578 0.091192 0.2 0.1 0.0 0.0078
C 4.372928 1.438238 -0.634508 0.0 0.0 0.0 0.0009
C -1.162268 -0.828984 -4.135360 -0.2 0.1 -0.2 0.0001
C -2.903634 0.247074 -0.236595 -0.2 -0.1 0.0 0.2283
C 2.469316 6.970029 1.660661 0.1 0.1 0.2 0.0000
C -4.066049 0.948354 -0.651195 -0.1 0.0 0.0 0.0177
C -3.300994 2.298969 4.168563 0.0 0.0 0.0 0.0002
C 3.654290 0.452312 -1.293627 0.0 0.0 0.0 0.0003
C 1.187289 -1.418962 4.588296 0.0 0.0 0.0 -0.0011
C 1.162233 5.371217 0.238858 0.0 0.0 0.0 0.0000
C 3.785667 2.191628 0.367954 -0.1 0.0 0.0 -0.0003
C -4.290214 -1.681406 0.165632 0.2 0.0 -0.1 0.1551
C -6.739365 -1.539480 0.278003 -0.1 0.0 -0.1 0.0073
C 1.226115 5.257441 2.777696 0.1 0.2 0.1 0.0001
C 0.620502 2.937993 2.112528 -0.1 -0.2 0.1 0.0038
C -1.266965 0.685874 -4.002302 -0.1 0.0 0.0 0.0006
C 1.614874 5.800811 4.005620 -0.1 -0.2 -0.2 0.0001
C -4.189143 2.943185 3.326997 0.0 0.0 0.0 0.0009
C -6.496365 1.113950 -0.733170 0.1 0.0 0.0 0.0471
C 2.865091 7.504172 2.880227 0.0 -0.1 -0.1 0.0000
C -3.965931 2.212219 -1.270536 0.0 -0.1 0.1 0.1036
C -5.122233 2.885536 -1.582595 0.0 0.0 0.0 0.0143
C 1.057673 -5.496465 -2.167873 0.0 0.0 0.0 0.0000
C 1.202940 -3.593553 0.551448 0.2 -0.1 0.1 0.0001
C -2.483039 3.057924 1.650869 0.0 -0.1 0.0 0.0032
C 0.042884 1.388646 -4.333103 0.1 0.1 0.1 0.0000
C 0.171065 -2.214095 5.103527 0.0 0.0 0.0 0.0079
C 1.676571 -6.041979 0.216571 -0.1 -0.1 0.0 0.0000
C 1.006336 -0.755239 3.383424 0.1 0.0 -0.1 0.0056
C -3.772210 3.337411 2.061310 0.0 0.0 0.0 0.0004
C 2.419029 6.923491 4.059213 0.1 0.1 -0.1 0.0000
C 0.121542 2.838508 -3.863966 0.0 0.1 -0.2 0.0000
C -1.991617 2.014087 3.778665 0.0 0.1 0.0 0.0013
C -1.176461 -1.656371 3.188186 -0.1 0.0 0.0 0.0059
C 4.585608 3.255359 1.074492 0.0 0.0 0.0 -0.0001
C -1.015277 -2.331443 4.394650 -0.1 0.0 0.0 -0.0010
C -5.356740 0.382065 -0.436712 0.1 0.2 -0.1 0.0419
C -1.876226 -2.096977 -0.025061 -0.1 -0.1 -0.2 -0.0004
C 2.440163 1.925488 0.694300 0.1 0.0 -0.2 0.0022
C 3.404640 -6.234753 -1.629185 0.0 0.0 0.0 0.0000
C -1.597959 2.378870 2.488268 -0.1 0.0 0.1 0.0034
C -7.860830 0.587429 -0.381523 -0.1 0.0 0.0 0.0035
C -0.178440 -0.843297 2.639183 -0.1 -0.2 0.1 -0.0068
C 1.635075 5.861893 1.577520 -0.1 -0.1 0.1 0.0000
H -6.164054 -3.544722 0.945176 0.0 0.0 0.0 0.0004
H -7.387873 -0.014918 1.627239 0.0 0.0 0.0 0.0001
H 4.025164 -6.899336 -1.026609 0.0 0.0 0.0 0.0000
H 1.281716 5.318336 4.915959 0.0 0.0 0.0 0.0000
H -5.203565 3.137294 3.653010 0.0 0.0 0.0 0.0001
H -1.029371 1.957433 5.687487 0.0 0.0 0.0 0.0001
H -1.817860 -2.952861 4.779445 0.0 0.0 0.0 -0.0004
H 5.617974 3.241607 0.726822 0.0 0.0 0.0 0.0000
H -0.539632 -1.139338 -2.225073 0.0 0.0 0.3 0.0005
H 0.861766 0.819189 -3.883954 0.0 0.0 0.0 0.0000
H 1.629925 -7.407361 -1.382132 0.0 0.0 0.0 0.0000
H -1.351646 0.359407 5.001447 0.0 0.1 0.0 0.0000
H 0.178290 4.906227 0.318531 0.0 0.0 0.0 0.0000
H -0.366905 4.101688 3.446352 0.0 0.0 -0.1 0.0000
H 0.572580 2.327647 -1.913751 0.0 0.0 0.0 0.0000
H -2.063293 1.033470 -4.667318 0.0 0.1 0.0 0.0001
H -4.403273 -2.743189 0.304786 0.0 0.0 0.0 0.0119
H -0.790578 -1.083102 -5.135813 0.0 0.0 0.0 0.0000
H 3.553150 -6.485584 -2.680045 0.0 0.0 0.0 0.0000
H 1.838260 4.625067 -0.186492 0.0 0.0 0.0 0.0000
H 5.409076 1.626668 -0.893990 0.0 0.0 0.0 0.0001
H -0.002035 -5.606442 -1.933052 0.0 0.0 0.0 0.0000
H -0.035242 1.314546 4.361388 -0.1 0.1 0.1 0.0001
H 0.146067 -3.592738 0.332015 -0.1 0.0 0.0 0.0001
H -3.616950 2.005262 5.163583 0.0 0.0 0.0 0.0000
H -8.354573 0.167380 -1.265875 0.0 0.0 0.0 0.0011
H 0.201259 1.382242 -5.416596 0.0 -0.1 0.0 0.0000
H -2.989820 2.624779 -1.479148 0.1 0.0 0.0 0.0061
H 4.122517 -0.130743 -2.077229 0.0 0.0 0.0 0.0000
H 2.707895 7.334034 5.017543 0.0 0.0 0.0 0.0000
H -2.148722 3.317968 0.657087 0.0 0.0 -0.1 0.0008
H 2.793697 7.439218 0.739526 0.0 0.0 0.0 0.0000
H 1.313744 -4.440890 -2.061053 0.0 0.0 0.0 0.0000
H -2.174200 -1.257889 -4.055177 0.1 0.0 0.0 0.0002
H 2.515968 3.514326 1.993989 0.0 0.0 0.0 0.0000
H -8.707322 -0.940287 0.901028 0.0 0.0 0.0 -0.0001
H -0.690155 3.406925 -4.333329 0.0 0.0 0.0 0.0000
H -8.488880 1.412745 -0.035824 0.0 0.0 0.0 0.0005
H -1.569148 0.949217 -2.983231 0.0 -0.1 0.0 0.0005
H -0.181776 -2.367929 -3.211238 0.0 0.0 0.0 0.0001
H 4.197123 4.263976 0.894431 0.0 0.0 0.0 0.0000
H 0.195440 3.905704 -2.111713 0.0 0.0 0.0 0.0000
H -4.455489 3.833409 1.385083 0.0 0.0 0.0 0.0003
H 1.807103 -0.589001 -1.437038 0.0 0.0 0.0 0.0015
H 1.068734 3.260844 -4.237024 -0.1 0.0 0.0 0.0000
H 0.309757 -2.746730 6.037565 0.0 0.0 0.0 0.0006
H 2.258464 -6.695441 0.868536 0.0 0.0 -0.1 0.0000
H 4.604579 3.101177 2.157391 0.0 0.0 0.0 0.0000
H 0.618078 -6.180187 0.446037 0.0 0.0 0.0 0.0000
H 1.207170 -5.766669 -3.213493 0.0 0.0 0.0 0.0000
H -2.127446 -1.772199 2.670379 0.0 0.0 0.0 0.0003
H -7.255471 2.980161 -1.535658 0.0 0.0 0.0 0.0101
H -7.064266 -1.940360 -0.696882 0.0 0.0 0.0 0.0039
H 2.125689 -1.324519 5.124353 0.0 0.0 0.0 -0.0004
H -7.734314 -2.986999 1.501251 0.0 0.0 0.0 -0.0001
H 3.506278 8.375013 2.907530 0.0 0.0 0.0 0.0000
H 1.833998 -0.156494 3.003477 0.0 0.0 0.0 0.0003
H 1.095562 6.205488 -0.459866 0.0 0.0 0.0 0.0000
H -6.256512 -2.334176 2.227285 0.0 0.0 0.0 0.0003
H 3.762014 -5.217587 -1.468754 0.0 0.0 0.0 0.0000
```
Forces are in eV/Å.

* charge: -1
* ΔE to the lowest compared entry with this formula, charge and spin: 0.0 kcal/mol
* strongest force on any atom: 1.2 eV/A
* lowest unoccupied orbital energy (spin up / spin down): 0.086 / 0.086 Eh
* calculated total energy: -3702.1925 a.u.
* HOMO energy (spin up / spin down): -2.4 / -5.4 eV
* gap between HOMO and LUMO (spin up / spin down): 4.774 / 7.727 eV
* spin multiplicity: 3
* ⟨S²⟩: 2.037